# 1
{
  "formula": "CH4N2O2S",
  "method": "ωB97M-V with the def2-TZVPD basis set",
  "de_lowest_kj_mol": 306.4,
  "multiplicity": 1,
  "e_lumo_ev": 0.03,
  "charge": 0,
  "smiles": "N[C@@H](S)[N+](=O)[O-]",
  "gap_ev": 9.79,
  "e_homo_ha": -0.359,
  "elements": ["C", "N", "N", "O", "O", "S", "H", "H", "H", "H"],
  "positions_angstrom": [[0.403936, -0.027221, -0.192750], [1.012796, 1.013634, 0.543326], [-1.073151, 0.003551, -0.057123], [-1.641728, -0.907763, -0.617812], [-1.537371, 0.923590, 0.508226], [0.959366, -1.831743, 0.174651], [0.477212, 0.139003, -1.282386], [0.737573, 1.144614, 1.493091], [0.817382, 1.887836, 0.108493], [-0.156019, -2.345502, -0.677713]],
  "forces_ev_per_a": [[1.105, -0.805, -0.123], [0.920, -0.622, -0.695], [0.585, -1.970, -0.934], [-1.329, 0.117, -0.134], [-1.791, 1.715, 1.184], [-2.083, 0.772, -1.662], [0.569, -0.060, 0.549], [-0.308, -0.658, 0.663], [0.093, 0.619, -0.536], [2.239, 0.892, 1.688]],
  "mulliken_charge": [-0.11, -0.57, 0.93, -0.60, -0.55, -0.26, 0.37, 0.27, 0.29, 0.22]
}

# 2
{
  "formula": "CH4N2O3",
  "method": "ωB97M-V with the def2-TZVPD basis set",
  "de_lowest_kj_mol": 408.6,
  "multiplicity": 1,
  "e_lumo_ev": [-1.97, -1.96],
  "charge": 0,
  "gap_ev": [7.10, 7.13],
  "e_homo_ha": [-0.333, -0.334],
  "elements": ["C", "N", "N", "O", "O", "O", "H", "H", "H", "H"],
  "positions_angstrom": [[-0.034421, 0.321465, 0.503767], [-1.118204, 0.939122, 0.052768], [1.182560, 0.361767, -0.119422], [2.022246, -0.180481, 0.549411], [1.413793, 1.052043, -1.098226], [-0.335235, -1.711541, -0.584456], [-0.108543, -0.171082, 1.402463], [-1.960251, 0.552962, 0.464579], [-1.039362, 1.417121, -0.787357], [-0.022587, -2.581377, -0.383531]],
  "forces_ev_per_a": [[-4.922, -1.278, -2.276], [1.864, -1.660, 2.424], [2.892, 1.362, -0.411], [1.471, -0.845, 0.411], [-1.093, -0.201, -0.240], [-0.722, 2.839, 0.147], [0.361, -0.947, 1.799], [-0.171, 0.613, -0.493], [-0.357, 0.828, -1.993], [0.677, -0.710, 0.632]],
  "mulliken_charge": [0.01, -0.26, 0.92, -0.51, -0.57, -0.75, 0.41, 0.27, 0.26, 0.23]
}

# 3
{
  "formula": "CH4N2O4",
  "method": "ωB97M-V with the def2-TZVPD basis set",
  "de_lowest_kj_mol": 0.0,
  "multiplicity": 1,
  "e_lumo_ev": 7.13,
  "charge": -2,
  "gap_ev": 6.16,
  "e_homo_ha": 0.036,
  "elements": ["C", "N", "N", "O", "O", "O", "O", "H", "H", "H", "H"],
  "positions_angstrom": [[-2.156983, 0.258266, 0.357489], [-0.785321, 0.419455, 0.991964], [1.258725, -0.524313, -1.133119], [2.090838, -0.694845, -2.159758], [2.183968, -0.182113, 0.207602], [-2.303274, -0.854006, -0.141595], [-2.950651, 1.218363, 0.568149], [-0.518716, 1.331338, 1.439401], [-0.101291, -0.280653, 0.629814], [0.850146, -1.427459, -0.802690], [2.432558, 0.735968, 0.042743]],
  "forces_ev_per_a": [[2.190, 1.336, 2.609], [-1.354, -0.190, -0.316], [0.816, 1.094, -1.236], [-0.801, -0.468, 0.916], [0.036, -0.699, 0.281], [-0.681, -0.708, -0.915], [0.069, -0.371, -0.515], [-0.223, -1.654, -1.228], [-0.577, 1.795, 0.704], [0.909, 0.090, 0.060], [-0.384, -0.225, -0.360]],
  "mulliken_charge": [0.57, -0.39, -0.18, -0.70, -0.60, -0.73, -0.80, 0.13, 0.27, 0.17, 0.26]
}

# 4
{
  "formula": "CH4N2OS",
  "method": "ωB97M-V with the def2-TZVPD basis set",
  "de_lowest_kj_mol": 236.5,
  "multiplicity": 1,
  "e_lumo_ev": 0.81,
  "charge": 0,
  "smiles": "N=C=S.NO",
  "gap_ev": 10.19,
  "e_homo_ha": -0.345,
  "elements": ["C", "N", "N", "O", "S", "H", "H", "H", "H"],
  "positions_angstrom": [[-2.428004, -0.291402, 0.163439], [-1.649410, -1.198064, 0.141243], [2.018267, 0.789621, -0.084080], [0.944969, -0.142238, -0.265704], [-3.618620, 0.700103, 0.107605], [0.750822, -0.106567, -1.209812], [-0.661808, -1.282356, 0.282489], [1.790259, 1.299771, 0.766155], [2.853529, 0.231128, 0.098663]],
  "forces_ev_per_a": [[0.582, -1.181, -0.163], [-0.330, 0.122, 0.056], [0.126, -0.029, -0.193], [0.262, -0.059, 0.078], [-0.680, 0.880, 0.055], [0.071, 0.224, 0.081], [0.319, 0.170, 0.109], [-0.041, -0.193, -0.120], [-0.308, 0.067, 0.097]],
  "mulliken_charge": [0.41, -0.42, -0.43, -0.45, -0.36, 0.36, 0.38, 0.25, 0.24]
}

# 5
{
  "formula": "CH4N2OS",
  "method": "ωB97M-V with the def2-TZVPD basis set",
  "de_lowest_kj_mol": 271.4,
  "multiplicity": 1,
  "e_lumo_ev": 0.78,
  "charge": 0,
  "smiles": "N=C=S.NO",
  "gap_ev": 10.27,
  "e_homo_ha": -0.349,
  "elements": ["C", "N", "N", "O", "S", "H", "H", "H", "H"],
  "positions_angstrom": [[0.504047, -2.039972, 0.019573], [0.126534, -1.632388, -1.090295], [-0.224305, 2.060651, 0.037563], [-0.296572, 0.856148, 0.855277], [1.180940, -2.417074, 1.323025], [-0.854117, 1.259251, 1.581992], [-0.543391, -2.084180, -1.657256], [0.731106, 2.236613, -0.243383], [-0.624241, 1.760951, -0.826496]],
  "forces_ev_per_a": [[-1.400, 1.489, -4.611], [1.319, -0.421, 3.002], [-0.196, -0.159, 0.036], [-0.749, 1.875, 1.030], [0.809, -0.582, 2.094], [1.038, -1.168, -0.958], [-0.725, -0.488, -0.540], [0.571, -0.346, 0.628], [-0.666, -0.200, -0.681]],
  "mulliken_charge": [0.52, -0.44, -0.42, -0.40, -0.35, 0.35, 0.27, 0.24, 0.23]
}

# 6
{
  "formula": "CH4N2OS",
  "method": "ωB97M-V with the def2-TZVPD basis set",
  "de_lowest_kj_mol": 597.5,
  "multiplicity": 1,
  "e_lumo_ev": -1.09,
  "charge": 0,
  "gap_ev": 7.41,
  "e_homo_ha": -0.312,
  "elements": ["C", "N", "N", "O", "S", "H", "H", "H", "H"],
  "positions_angstrom": [[1.960135, 1.254371, -0.056994], [1.212339, 0.276970, -0.080645], [-2.359421, -1.413982, 0.382534], [-2.036269, -0.003369, 0.458954], [-0.829934, 0.594639, 1.344184], [2.774183, 1.052533, -0.718110], [1.818806, 2.024456, 0.593426], [-2.586020, -1.534140, -0.610564], [-1.455867, -1.860611, 0.409946]],
  "forces_ev_per_a": [[-0.077, -2.001, -0.741], [-3.542, -1.263, 0.971], [0.461, -0.063, 0.055], [-0.209, 0.917, -0.723], [1.804, -1.060, -1.240], [1.177, 0.726, -0.406], [0.076, 2.701, 1.428], [-0.257, 0.438, 0.205], [0.567, -0.394, 0.450]],
  "mulliken_charge": [-0.18, -0.37, -0.40, -0.18, 0.07, 0.27, 0.24, 0.26, 0.28]
}

# 7
{
  "formula": "CH4N2OS",
  "method": "ωB97M-V with the def2-TZVPD basis set",
  "de_lowest_kj_mol": 272.5,
  "multiplicity": 1,
  "e_lumo_ev": 0.69,
  "charge": 0,
  "gap_ev": 8.92,
  "e_homo_ha": -0.302,
  "elements": ["C", "N", "N", "O", "S", "H", "H", "H", "H"],
  "positions_angstrom": [[-0.171519, -0.060223, 0.041802], [0.273178, 0.415146, -1.585026], [0.866322, -0.024247, 0.896733], [-1.410506, -1.184309, 1.690128], [-1.652207, -0.635322, 0.338820], [0.094690, 1.470316, -1.771440], [-0.345002, 0.024666, -2.233018], [1.756277, 0.324640, 0.718505], [0.588766, -0.330667, 1.903494]],
  "forces_ev_per_a": [[2.824, 2.420, -5.550], [0.110, 2.196, 4.361], [-3.485, -1.602, 2.551], [-0.868, -0.878, 2.072], [0.411, 0.138, -0.634], [0.441, -2.103, 1.193], [-1.416, -1.427, -0.781], [1.304, 0.597, -0.739], [0.681, 0.659, -2.472]],
  "mulliken_charge": [0.50, -0.64, -0.37, -0.63, 0.17, 0.25, 0.25, 0.20, 0.28]
}

# 8
{
  "formula": "CH4N2OS2",
  "method": "ωB97M-V with the def2-TZVPD basis set",
  "de_lowest_kj_mol": 261.9,
  "multiplicity": 1,
  "e_lumo_ev": 0.31,
  "charge": 0,
  "smiles": "ONC(=S)NS",
  "gap_ev": 9.41,
  "e_homo_ha": -0.334,
  "elements": ["C", "H", "H", "H", "H", "N", "N", "O", "S", "S"],
  "positions_angstrom": [[-0.497265, -0.317746, 0.241691], [0.918618, -1.675327, 1.710677], [1.456658, 0.413722, -0.066640], [-2.032291, 0.081080, -1.204522], [0.236298, 2.203395, -0.915995], [0.806448, 0.137116, 0.633484], [-1.071899, 0.351541, -0.850085], [1.467136, -0.938387, 1.391829], [-1.269303, -1.442786, 0.977402], [-0.014400, 1.187391, -1.917841]],
  "forces_ev_per_a": [[2.007, 3.224, -2.757], [-1.192, 0.791, -0.680], [0.410, -0.164, -0.795], [1.872, 0.335, 0.958], [-0.227, -1.031, -1.806], [-2.269, -3.276, 1.866], [0.137, -0.346, -0.223], [1.712, 1.894, -0.531], [-2.220, -2.989, 2.111], [-0.230, 1.562, 1.859]],
  "mulliken_charge": [0.55, 0.29, 0.28, 0.27, 0.19, -0.15, -0.25, -0.41, -0.54, -0.23]
}

# 9
{
  "formula": "CH4N2P2",
  "method": "ωB97M-V with the def2-TZVPD basis set",
  "de_lowest_kj_mol": 135.3,
  "multiplicity": 1,
  "e_lumo_ev": [-0.13, -0.13],
  "charge": 0,
  "gap_ev": [7.87, 7.87],
  "e_homo_ha": [-0.294, -0.294],
  "elements": ["C", "N", "N", "P", "P", "H", "H", "H", "H"],
  "positions_angstrom": [[-0.643750, 2.792853, 1.777780], [0.031060, 3.246770, 2.603525], [-0.784045, -1.134439, -1.028808], [1.856272, -2.420615, -1.688402], [0.599632, -0.764164, -1.822903], [0.682047, 3.891893, 2.968892], [-1.523745, -0.388361, -0.816403], [-1.047213, -1.943431, -0.431118], [0.829743, -3.280507, -1.562563]],
  "forces_ev_per_a": [[-0.589, -0.556, -0.440], [0.151, 0.253, -0.107], [-3.335, 0.629, 1.713], [0.748, 2.016, -0.919], [1.309, -0.732, 0.410], [0.429, 0.277, 0.528], [1.767, -1.218, -0.909], [0.945, 0.548, -0.952], [-1.426, -1.215, 0.676]],
  "mulliken_charge": [-0.12, -0.16, -0.45, -0.13, 0.09, 0.27, 0.26, 0.26, -0.02]
}

# 10
{
  "formula": "CH4N2S",
  "method": "ωB97M-V with the def2-TZVPD basis set",
  "de_lowest_kj_mol": 124.1,
  "multiplicity": 3,
  "e_lumo_ev": [0.02, -1.78],
  "charge": 0,
  "gap_ev": [7.36, 8.19],
  "s2": 2.0484,
  "e_homo_ha": [-0.270, -0.366],
  "elements": ["C", "N", "N", "S", "H", "H", "H", "H"],
  "positions_angstrom": [[-1.222313, 0.231711, 1.036988], [0.674265, -0.790156, -1.026569], [1.398856, 0.244942, -1.271351], [0.239739, -0.567191, 1.227370], [-1.619369, 0.580201, 2.056287], [-1.491533, 0.836691, -0.097993], [1.323462, -1.600321, -0.700357], [0.696893, 1.064123, -1.224375]],
  "forces_ev_per_a": [[-1.325, 2.250, -1.661], [2.384, 0.383, 1.505], [-2.235, -0.509, 0.477], [-0.103, -0.130, -0.091], [0.221, -0.219, -1.948], [0.793, -1.855, 3.902], [-0.868, 1.221, -1.612], [1.133, -1.141, -0.572]],
  "lowdin_spin": [0.71, 0.02, 0.32, 0.86, 0.05, 0.04, 0.01, 0.00]
}